# C18H37N5O3

A cluster of 2 separate species, C18H37N5O3 in total at a distorted geometry (the ωB97M-V functional and the def2-TZVPD basis, OMol25).

Each line ends with the Mulliken charge.
Atoms and positions in Å:
C (1.507, 2.306, 2.834)  -1.175
H (3.609, -2.208, 2.811)  0.352
H (4.609, -3.532, 2.280)  0.380
H (-1.156, -2.143, 1.537)  0.529
H (-0.061, -2.938, 0.383)  0.309
H (2.507, 2.066, 3.216)  0.294
C (-4.896, 1.085, -0.842)  -0.907
O (-3.495, -0.453, 0.492)  -0.256
H (-0.774, -1.290, -2.305)  0.175
H (-0.356, 0.371, -2.662)  0.526
C (3.876, -2.856, -0.604)  -1.075
H (-3.314, -3.279, -0.832)  0.336
H (-0.905, 3.110, 1.309)  0.155
H (3.801, -3.914, -0.318)  0.407
H (2.867, -3.516, 1.866)  0.297
H (-4.229, 1.384, 1.164)  0.306
H (-0.903, 4.877, 1.386)  0.339
N (0.795, 1.024, -0.546)  -0.322
O (-1.760, -2.068, -0.389)  -0.301
H (3.467, -1.172, 0.738)  -0.273
H (-2.739, -3.546, 0.797)  0.387
H (1.818, -2.353, -0.382)  -0.569
N (1.413, 2.183, 1.390)  0.207
C (4.099, -2.071, 0.718)  0.184
H (-5.963, 1.027, -1.064)  0.281
H (2.818, -0.375, -1.457)  0.163
H (5.153, -1.774, 0.762)  0.409
H (4.697, -2.734, -1.315)  0.391
C (2.546, -1.235, -2.078)  -0.473
C (0.899, 1.119, 0.800)  0.422
C (-0.744, 4.022, 0.723)  -1.046
H (-4.616, 2.148, -0.964)  0.219
H (2.159, -3.396, -1.776)  0.536
H (-1.486, 4.015, -0.079)  0.395
H (3.382, -1.371, -2.781)  0.482
H (1.065, -1.856, -3.563)  0.376
C (3.768, -2.902, 1.973)  -1.351
H (0.805, 1.618, 3.318)  0.347
O (-5.457, 3.949, -1.927)  -1.077
C (1.850, 3.290, 0.538)  -0.996
N (-0.052, -0.783, 0.380)  0.974
N (0.415, 0.032, 1.363)  -0.374
C (1.298, -0.988, -2.941)  -0.816
N (0.724, 4.903, -0.905)  -0.693
C (-4.537, 0.529, 0.552)  -0.402
C (-0.002, -0.535, -2.166)  -0.754
C (0.223, -0.149, -0.738)  -0.240
H (2.456, 3.997, 1.117)  0.518
H (1.557, -0.175, -3.629)  0.341
H (2.463, 2.965, -0.303)  0.444
C (2.498, -2.510, -1.227)  0.274
C (0.619, 4.113, 0.056)  0.789
H (1.228, 3.314, 3.150)  0.422
H (0.393, -0.144, 2.356)  0.249
C (-0.717, -2.069, 0.530)  -0.589
H (-4.850, -1.787, -0.228)  0.412
H (-4.351, 0.539, -1.628)  0.288
C (-4.021, -1.751, 0.495)  -0.396
H (-4.889, 3.674, -2.651)  0.130
C (-2.922, -2.762, 0.051)  -0.833
H (1.678, 4.901, -1.276)  0.238
H (-5.454, 0.136, 1.012)  0.340
H (-4.414, -2.068, 1.476)  0.293

Calculated values
HOMO-LUMO gap = 3.27 eV
Multiplicity = 1
E_tot = -1207.29935 a.u.
LUMO level = -0.81 eV